1.
74
Properties=species:S:1:pos:R:3 method="wB97M-V/def2-TZVPD" homo_ev=-8.37 smiles=CC(C)C[Si@@](C)(O)P(O)Cl.ClCCl.ClCCl.ClCCl.ClCCl.ClCCl.ClCCl.ClCCl.ClCCl.ClCCl.ClCCl orbital_gap_ev=8.56 spin_multiplicity=1
C 1.872 -2.415 1.957
C 1.861 -3.659 1.066
C 3.030 -3.595 0.083
C 0.524 -3.910 0.322
Si -0.541 -2.426 -0.064
C -1.553 -1.831 1.388
O 0.401 -1.224 -0.712
P -2.005 -3.150 -1.671
O -1.123 -2.832 -3.017
Cl -3.255 -1.474 -1.602
H 1.008 -2.370 2.623
H 2.760 -2.433 2.592
H 1.930 -1.504 1.360
H 2.034 -4.513 1.728
H 3.019 -2.650 -0.466
H 2.995 -4.412 -0.639
H 3.983 -3.651 0.614
H -0.113 -4.585 0.905
H 0.732 -4.431 -0.618
H -1.421 -0.757 1.539
H -1.257 -2.348 2.302
H -2.616 -2.011 1.229
H 0.122 -0.325 -0.494
H -0.728 -1.942 -3.024
C 3.480 1.619 2.456
Cl 4.392 0.110 2.357
Cl 2.235 1.739 1.200
H 2.998 1.662 3.423
H 4.171 2.443 2.330
C -3.273 -0.609 4.803
Cl -2.554 -2.195 5.125
Cl -4.281 -0.605 3.355
H -3.893 -0.346 5.652
H -2.470 0.105 4.666
C -6.282 -3.263 0.131
Cl -5.099 -3.455 1.430
Cl -6.979 -1.638 0.122
H -5.778 -3.424 -0.815
H -7.079 -3.981 0.286
C -9.550 1.658 1.336
Cl -8.974 1.319 2.976
Cl -8.275 1.453 0.133
H -10.350 0.964 1.113
H -9.894 2.684 1.300
C 0.603 -1.279 -5.508
Cl 2.032 -0.979 -6.495
Cl 0.525 -0.188 -4.107
H -0.280 -1.109 -6.112
H 0.639 -2.296 -5.137
C 4.666 2.961 -5.807
Cl 3.352 1.963 -5.187
Cl 5.438 2.233 -7.228
H 4.260 3.920 -6.104
H 5.420 3.067 -5.036
C -7.173 4.097 4.691
Cl -7.878 5.713 4.544
Cl -7.433 3.389 6.291
H -7.648 3.452 3.963
H -6.107 4.176 4.524
C 4.781 3.745 5.969
Cl 4.426 4.628 4.478
Cl 4.158 2.090 5.939
H 5.857 3.698 6.088
H 4.311 4.269 6.792
C 2.924 3.343 -9.730
Cl 2.902 3.998 -11.372
Cl 2.334 4.508 -8.534
H 2.277 2.475 -9.699
H 3.943 3.087 -9.473
C 7.362 0.677 0.229
Cl 7.787 1.176 1.871
Cl 8.668 -0.210 -0.566
H 6.494 0.033 0.288
H 7.154 1.568 -0.352

2.
65
Properties=species:S:1:pos:R:3 method="wB97M-V/def2-TZVPD" homo_ev=-4.83 total_charge=-1 orbital_gap_ev=5.93 spin_multiplicity=1 de_lowest_kj_mol=117.6
N 7.804 5.742 1.769
C 7.067 6.388 1.162
O 6.156 7.216 0.725
N 5.119 7.345 1.716
C 3.911 6.669 1.206
N 2.779 7.146 1.995
C 4.017 5.127 1.184
O 4.255 4.619 0.063
O 3.821 4.455 2.225
H 4.870 8.332 1.702
H 3.739 6.996 0.169
H 2.693 6.546 2.814
H 1.970 6.938 1.420
O -1.736 1.656 1.279
P -0.680 1.056 0.395
O 0.344 2.313 0.205
C 1.173 2.717 1.316
C 2.314 1.756 1.556
O -1.514 1.097 -1.035
C -2.934 1.143 -1.069
C -3.418 2.563 -1.288
O 0.382 -0.044 -0.223
C 0.680 -0.208 -1.613
C 1.275 1.005 -2.293
H 0.559 2.823 2.215
H 1.572 3.699 1.070
H 1.944 0.778 1.892
H 2.987 2.150 2.314
H 2.877 1.588 0.639
H -3.365 0.711 -0.165
H -3.254 0.514 -1.907
H -2.954 3.253 -0.584
H -4.503 2.626 -1.181
H -3.148 2.905 -2.290
H -0.199 -0.572 -2.146
H 1.412 -1.019 -1.650
H 0.555 1.816 -2.381
H 1.599 0.735 -3.301
H 2.133 1.386 -1.739
O -2.384 -6.968 -0.138
P -2.643 -5.496 -0.046
O -2.017 -4.951 -1.463
C -2.709 -5.240 -2.677
C -3.956 -4.388 -2.842
O -1.463 -5.099 1.026
C -0.884 -6.063 1.905
C 0.438 -6.559 1.355
O -3.456 -4.116 0.281
C -2.867 -2.918 0.816
C -1.796 -2.288 -0.044
H -2.958 -6.304 -2.719
H -2.012 -5.032 -3.489
H -4.707 -4.641 -2.089
H -4.399 -4.539 -3.827
H -3.722 -3.331 -2.717
H -1.572 -6.886 2.093
H -0.717 -5.562 2.861
H 0.341 -6.885 0.319
H 0.818 -7.391 1.950
H 1.178 -5.758 1.367
H -2.510 -3.095 1.829
H -3.696 -2.213 0.907
H -0.895 -2.896 -0.088
H -1.517 -1.318 0.369
H -2.145 -2.141 -1.066

3.
61
Properties=species:S:1:pos:R:3 method="wB97M-V/def2-TZVPD" homo_ev=-11.15 total_charge=+1 orbital_gap_ev=7.31 spin_multiplicity=1
N 4.531 -1.653 1.968
C 4.155 -0.518 1.361
N 3.258 -0.586 0.272
C 1.842 -0.870 0.741
C 0.911 0.430 0.600
C -0.631 0.086 0.725
C -1.168 -0.040 2.216
O -0.221 0.325 3.236
N 4.695 0.715 1.891
N 3.622 1.644 2.096
C 3.906 2.625 1.281
S 3.729 3.623 -0.006
H 4.689 -1.581 2.976
H 4.716 -2.510 1.441
H 3.240 0.323 -0.215
H 1.376 -1.631 0.040
H 1.794 -1.197 1.815
H 1.070 0.779 -0.474
H 1.258 1.277 1.254
H -1.197 0.910 0.210
H -0.797 -0.885 0.166
H -2.101 0.600 2.318
H -1.415 -1.133 2.386
H 0.143 1.210 3.079
H 5.113 0.494 2.810
C -4.779 3.943 -0.243
C -3.757 2.889 -0.573
O -3.457 2.004 0.218
N -3.159 2.940 -1.793
C -3.372 3.898 -2.859
H -5.163 3.768 0.760
H -4.322 4.934 -0.269
H -5.613 3.893 -0.946
H -2.487 2.202 -1.941
H -3.703 3.358 -3.748
H -2.422 4.390 -3.078
H -4.114 4.647 -2.595
C 2.429 -0.358 -3.453
C 2.508 1.137 -3.288
O 1.966 1.719 -2.352
N 3.203 1.844 -4.214
C 3.906 1.349 -5.382
H 1.842 -0.778 -2.638
H 1.940 -0.608 -4.395
H 3.429 -0.795 -3.419
H 3.210 2.837 -4.037
H 4.956 1.636 -5.301
H 3.478 1.820 -6.269
H 3.834 0.268 -5.476
C -3.780 -5.155 1.504
C -2.689 -4.173 1.833
O -2.098 -3.543 0.964
N -2.366 -3.994 3.142
C -2.942 -4.636 4.306
H -3.920 -5.186 0.425
H -3.503 -6.155 1.845
H -4.719 -4.845 1.966
H -1.627 -3.321 3.284
H -3.354 -3.864 4.958
H -2.148 -5.163 4.839
H -3.726 -5.339 4.039

4.
60
Properties=species:S:1:pos:R:3 method="wB97M-V/def2-TZVPD" homo_ev=-8.91 smiles="COB(O)P(O)(CCCCN)(CCC(C)C)CC(=O)Br.CNC(C)=O" orbital_gap_ev=9.36 spin_multiplicity=1
C 3.088 3.112 -0.461
O 1.746 2.844 -0.944
B 1.616 1.511 -1.487
O 2.072 1.242 -2.846
P 0.800 0.141 -0.424
O -0.760 0.801 -0.944
C 0.186 -1.545 -1.041
C 0.107 -1.582 -2.668
C 1.204 -2.529 -3.354
C 0.789 -2.636 -4.929
N 1.907 -3.384 -5.612
C 0.292 0.664 1.360
C -0.595 -0.441 2.114
C 0.229 -1.478 3.018
C -0.833 -2.165 4.057
C 1.383 -0.819 3.917
C 2.467 -0.545 0.230
C 3.330 -1.382 -0.812
O 3.995 -0.886 -1.765
Br 3.495 -3.386 -0.662
H 3.036 3.777 0.478
H 3.695 3.632 -1.294
H 3.685 2.185 -0.165
H 3.045 1.379 -2.881
H -1.484 0.472 -0.369
H 0.716 -2.448 -0.589
H -0.915 -1.623 -0.695
H -0.927 -2.015 -2.960
H 0.119 -0.525 -3.129
H 1.336 -3.549 -2.862
H 2.195 -1.965 -3.343
H -0.240 -3.103 -5.080
H 0.853 -1.553 -5.326
H 2.436 -2.683 -6.168
H 2.604 -3.685 -4.902
H 1.187 1.054 1.950
H -0.399 1.574 1.198
H -1.275 -1.006 1.368
H -1.331 0.139 2.788
H 0.611 -2.345 2.357
H -1.615 -1.368 4.309
H -1.302 -3.125 3.616
H -0.308 -2.419 5.053
H 2.347 -0.830 3.275
H 1.175 0.303 4.104
H 1.625 -1.384 4.875
H 3.167 0.233 0.694
H 2.204 -1.276 1.088
C -3.476 2.848 0.093
C -3.441 2.386 1.526
O -2.474 1.799 1.999
N -4.530 2.641 2.300
C -5.756 3.315 1.927
H -2.541 2.576 -0.400
H -4.299 2.364 -0.436
H -3.585 3.934 0.053
H -4.437 2.303 3.248
H -5.879 4.185 2.575
H -6.589 2.627 2.090
H -5.751 3.636 0.888

5.
54
Properties=species:S:1:pos:R:3 method="wB97M-V/def2-TZVPD" homo_ev=-10.22 smiles=C[C@H](Br)[C@@H](Br)[SiH2]Cl.CCCCCC.CCCCCC orbital_gap_ev=10.57 spin_multiplicity=1 de_lowest_kj_mol=0.0
C 5.387 0.902 -0.499
C 4.642 -0.335 -1.033
Br 4.340 -0.025 -2.982
C 3.289 -0.605 -0.316
Br 3.442 -0.686 1.648
Si 1.971 0.746 -0.711
Cl 0.251 -0.230 -1.434
H 5.560 0.822 0.585
H 4.858 1.843 -0.717
H 6.383 0.998 -0.957
H 5.278 -1.225 -0.988
H 2.928 -1.584 -0.657
H 1.652 1.477 0.530
H 2.453 1.753 -1.663
C 0.391 -2.777 7.135
C 0.488 -1.259 7.232
C -0.570 -0.528 6.407
C -0.499 -0.769 4.898
C 0.835 -0.409 4.244
C 1.187 1.069 4.362
H 0.564 -3.128 6.116
H 1.139 -3.248 7.776
H -0.593 -3.126 7.455
H 1.491 -0.936 6.939
H 0.369 -0.969 8.280
H -0.494 0.545 6.608
H -1.563 -0.828 6.758
H -1.296 -0.192 4.418
H -0.722 -1.820 4.686
H 0.779 -0.670 3.184
H 1.643 -1.015 4.666
H 0.409 1.692 3.915
H 2.124 1.279 3.842
H 1.314 1.373 5.403
C -1.521 1.772 -3.680
C -1.654 0.422 -4.375
C -1.966 0.537 -5.867
C -3.294 1.216 -6.204
C -4.531 0.565 -5.588
C -4.760 -0.867 -6.058
H -2.456 2.335 -3.711
H -1.256 1.631 -2.632
H -0.740 2.376 -4.148
H -2.417 -0.178 -3.870
H -0.712 -0.122 -4.260
H -1.946 -0.464 -6.308
H -1.159 1.094 -6.356
H -3.407 1.232 -7.294
H -3.257 2.265 -5.893
H -5.406 1.164 -5.858
H -4.471 0.588 -4.496
H -4.859 -0.909 -7.146
H -5.677 -1.268 -5.623
H -3.941 -1.525 -5.763

6.
55
Properties=species:S:1:pos:R:3 method="wB97M-V/def2-TZVPD" homo_ev=-10.17 orbital_gap_ev=10.72 spin_multiplicity=1
O 0.200 0.504 -2.062
S 0.994 -0.676 -2.303
O 2.223 -0.667 -1.203
O 0.181 -1.890 -1.612
C 0.882 -3.078 -1.191
C 1.229 -3.019 0.301
C 2.724 -3.159 0.596
Br 3.359 -1.847 1.886
H 2.409 0.257 -0.967
H 0.196 -3.892 -1.419
H 1.776 -3.206 -1.809
H 0.866 -2.067 0.686
H 0.679 -3.799 0.830
H 2.975 -4.123 1.030
H 3.330 -3.006 -0.294
C -5.414 -2.178 -5.641
C -5.418 -0.745 -5.122
C -4.078 -0.031 -5.291
C -2.903 -0.693 -4.567
C -3.101 -0.888 -3.064
C -3.314 0.416 -2.305
H -4.706 -2.803 -5.094
H -6.399 -2.637 -5.544
H -5.135 -2.209 -6.697
H -5.709 -0.741 -4.068
H -6.187 -0.173 -5.648
H -4.181 1.002 -4.948
H -3.840 0.028 -6.358
H -2.010 -0.079 -4.725
H -2.689 -1.662 -5.027
H -2.222 -1.394 -2.660
H -3.946 -1.560 -2.882
H -2.471 1.092 -2.457
H -3.401 0.235 -1.232
H -4.224 0.928 -2.627
C 1.285 1.117 3.414
C 1.351 2.411 4.215
C 2.581 3.259 3.891
C 3.922 2.562 4.137
C 4.118 2.032 5.556
C 4.057 3.117 6.625
H 2.127 0.461 3.636
H 0.373 0.558 3.632
H 1.298 1.322 2.340
H 1.331 2.178 5.284
H 0.456 3.007 4.021
H 2.538 4.186 4.469
H 2.536 3.558 2.839
H 4.727 3.268 3.907
H 4.038 1.735 3.431
H 5.087 1.528 5.609
H 3.369 1.265 5.773
H 4.804 3.892 6.436
H 4.247 2.706 7.617
H 3.079 3.601 6.653

7.
59
Properties=species:S:1:pos:R:3 method="wB97M-V/def2-TZVPD" homo_ev=-17.64 total_charge=+3 orbital_gap_ev=9.44 spin_multiplicity=1
C -0.249 -3.399 -5.027
C 0.681 -2.219 -4.898
O 1.625 -2.083 -5.585
N 0.317 -1.127 -3.868
H 0.108 -0.270 -4.388
H -0.545 -1.422 -3.412
C 1.448 -0.888 -2.872
H -0.129 -4.003 -5.919
H -1.306 -3.122 -4.972
H -0.006 -3.956 -4.111
H 1.389 0.087 -2.399
H 2.351 -1.029 -3.457
H 1.241 -1.600 -2.078
C 1.132 -4.049 3.197
C 1.193 -4.664 1.836
O 1.185 -5.815 1.620
N 0.909 -3.671 0.712
H 1.219 -2.684 0.831
H 1.594 -3.959 -0.001
C -0.501 -3.598 0.197
H 0.073 -3.863 3.423
H 1.497 -3.025 3.303
H 1.560 -4.741 3.915
H -0.955 -4.578 0.310
H -0.424 -3.326 -0.855
H -0.992 -2.750 0.663
C 1.447 -0.824 5.358
C 2.465 -0.044 4.582
O 3.625 -0.213 4.674
N 1.920 0.833 3.484
H 1.800 0.411 2.527
H 0.947 0.947 3.786
C 2.673 2.140 3.381
H 1.001 -0.176 6.117
H 1.909 -1.682 5.836
H 0.650 -1.173 4.695
H 3.630 1.959 2.907
H 2.680 2.617 4.354
H 2.077 2.751 2.702
C -3.163 4.747 -3.471
C -3.605 4.882 -2.041
N -2.684 4.201 -1.060
C -2.023 4.795 -0.050
C -1.369 3.801 0.620
N -1.609 2.633 -0.059
C -2.354 2.912 -1.157
C -0.979 1.356 0.283
H -2.186 5.153 -3.723
H -3.871 5.120 -4.207
H -3.183 3.658 -3.604
H -4.610 4.483 -1.912
H -3.671 5.890 -1.629
H -2.113 5.856 0.112
H -0.678 3.849 1.442
H -2.710 2.183 -1.862
H -0.598 0.899 -0.624
H -1.613 0.683 0.857
H -0.144 1.596 0.935
Cl 1.924 -0.486 0.581

8.
62
Properties=species:S:1:pos:R:3 method="wB97M-V/def2-TZVPD" s_squared=6.017 homo_ev="-13.16 / -15.23" total_charge=+2 orbital_gap_ev="7.11 / 6.17" spin_multiplicity=5 de_lowest_kj_mol=8.2
Ir -1.430 -1.142 -0.208
C -5.125 -1.408 -0.762
C -4.201 -0.459 -1.471
C -4.939 0.752 -1.830
O -3.210 -0.034 -0.340
C -3.221 -1.157 -2.450
O -3.890 -1.553 -3.441
O -1.903 -1.090 -2.171
H -5.734 -0.903 0.002
H -4.601 -2.252 -0.300
H -5.743 -1.913 -1.561
H -5.865 0.885 -1.252
H -5.368 0.531 -2.874
H -4.422 1.702 -1.938
H -3.727 0.342 0.387
C 1.895 -5.011 -0.033
C 0.910 -4.472 0.937
N 0.792 -4.872 2.185
N 0.024 -3.888 2.777
C -0.460 -3.016 1.908
S -1.500 -1.640 1.971
N 0.140 -3.358 0.722
N 0.024 -2.513 -0.478
H 1.510 -5.921 -0.436
H 2.815 -5.301 0.478
H 2.110 -4.356 -0.935
H -0.187 -4.001 3.733
H 1.005 -2.147 -0.632
H -0.225 -3.210 -1.220
C -1.015 2.506 -2.765
Si 0.843 2.241 -2.483
C 1.702 1.787 -4.057
C 1.564 3.922 -2.013
C 1.198 1.016 -1.180
Te -0.201 1.105 0.499
C 1.294 0.388 1.991
Si 2.496 1.362 3.132
C 2.611 0.395 4.750
C 1.816 3.023 3.660
C 3.951 1.597 1.953
H -1.034 3.293 -3.592
H -1.576 2.879 -1.884
H -1.373 1.577 -3.317
H 2.814 1.758 -3.944
H 1.535 2.658 -4.747
H 1.375 0.889 -4.602
H 1.635 4.562 -2.936
H 2.595 3.901 -1.551
H 0.896 4.570 -1.427
H 2.197 1.001 -0.746
H 1.006 -0.020 -1.522
H 1.935 -0.331 1.406
H 0.574 -0.181 2.632
H 1.660 -0.050 5.142
H 3.042 1.036 5.535
H 3.273 -0.463 4.644
H 0.718 2.946 3.903
H 2.000 3.839 2.904
H 2.237 3.292 4.654
H 4.114 0.688 1.338
H 4.878 1.677 2.483
H 3.768 2.544 1.370